(1)
156
Properties=species:S:1:pos:R:3 method="wB97M-V/def2-TZVPD" e_above_lowest_kcal_mol=0.0 gap_ev=9.6 e_lumo_ev=0.6505 total_charge=0 energy_ev=-82853.35414
C -3.967 2.203 -3.469
C -3.553 1.602 -2.182
C -3.114 0.145 -2.403
C -2.028 -0.051 -3.364
N -1.092 -0.342 -3.993
H -4.306 3.254 -3.262
H -4.796 1.716 -3.918
H -3.139 2.166 -4.139
H -4.369 1.529 -1.459
H -2.825 2.209 -1.675
H -4.017 -0.420 -2.653
H -2.710 -0.371 -1.500
C -6.607 6.004 1.958
C -6.161 5.443 0.661
C -5.520 4.063 0.784
C -4.411 4.047 1.836
N -3.781 4.281 2.766
H -7.393 5.341 2.421
H -7.186 6.954 1.825
H -5.870 6.102 2.780
H -5.412 6.066 0.223
H -6.969 5.324 -0.081
H -5.023 3.804 -0.110
H -6.300 3.256 1.069
C 2.980 -0.893 2.439
C 3.894 -1.124 3.646
C 3.741 -0.163 4.860
C 3.912 1.287 4.509
N 4.094 2.400 4.356
H 1.899 -0.816 2.807
H 3.067 -1.786 1.840
H 3.229 -0.034 1.859
H 4.836 -1.078 3.154
H 3.837 -2.141 3.941
H 4.472 -0.275 5.688
H 2.781 -0.394 5.316
C -2.579 -5.429 -0.177
C -1.886 -5.608 -1.487
C -1.837 -4.346 -2.356
C -3.156 -3.714 -2.661
N -4.169 -3.234 -2.972
H -3.636 -5.211 -0.412
H -2.067 -4.605 0.383
H -2.609 -6.328 0.391
H -2.385 -6.382 -2.071
H -0.832 -5.987 -1.403
H -1.324 -4.518 -3.297
H -1.286 -3.497 -1.894
C -0.434 -1.778 0.687
C 0.204 -1.699 -0.699
C 1.070 -0.400 -0.858
C 0.323 0.853 -0.721
N -0.451 1.659 -0.526
H 0.345 -1.757 1.441
H -0.987 -2.662 0.818
H -1.113 -0.952 0.878
H -0.527 -1.720 -1.524
H 0.848 -2.585 -0.793
H 1.600 -0.562 -1.797
H 1.812 -0.385 -0.030
C 1.787 -4.905 -0.400
O 0.900 -4.835 0.452
N 3.064 -5.092 -0.079
C 3.491 -5.207 1.316
C 4.119 -5.189 -1.037
H 1.520 -4.855 -1.420
H 3.817 -6.252 1.433
H 2.582 -5.049 1.943
H 4.258 -4.441 1.518
H 4.357 -6.272 -1.224
H 3.917 -4.708 -1.986
H 5.078 -4.781 -0.698
C -3.105 5.716 -1.241
O -3.246 4.555 -1.427
N -2.141 6.338 -0.499
C -2.530 7.737 -0.052
C -1.300 5.574 0.387
H -3.775 6.531 -1.713
H -3.111 7.617 0.843
H -3.218 8.141 -0.798
H -1.650 8.402 0.063
H -0.661 4.919 -0.151
H -0.697 6.274 0.922
H -1.931 5.015 1.066
C 6.266 -1.670 1.061
O 6.182 -2.846 1.312
N 5.705 -1.008 0.019
C 5.731 0.472 0.083
C 4.716 -1.635 -0.860
H 6.789 -0.936 1.807
H 6.533 0.798 0.684
H 4.810 0.916 0.529
H 5.968 0.918 -0.872
H 5.092 -1.474 -1.906
H 4.386 -2.641 -0.577
H 3.818 -1.077 -0.811
C -0.474 -2.336 4.058
O -0.799 -1.206 4.447
N -1.366 -3.201 3.503
C -1.014 -4.630 3.225
C -2.744 -2.734 3.219
H 0.534 -2.746 4.159
H 0.074 -4.788 3.319
H -1.268 -4.917 2.203
H -1.646 -5.360 3.804
H -3.440 -2.752 4.122
H -2.617 -1.659 2.961
H -3.185 -3.261 2.369
C -4.167 -0.235 1.376
O -3.406 -0.535 0.475
N -3.803 0.633 2.386
C -4.508 0.758 3.726
C -2.491 1.268 2.367
H -5.195 -0.655 1.442
H -5.409 0.179 3.690
H -4.644 1.791 3.850
H -3.890 0.358 4.500
H -1.770 0.584 2.760
H -2.213 1.411 1.285
H -2.334 2.248 2.791
C 1.802 -2.811 -4.086
O 1.710 -3.561 -3.153
N 2.533 -3.095 -5.205
C 2.659 -2.057 -6.246
C 3.318 -4.344 -5.278
H 1.223 -1.907 -4.087
H 3.678 -1.700 -6.360
H 2.037 -1.232 -5.930
H 2.319 -2.539 -7.154
H 2.969 -4.889 -6.129
H 4.358 -4.003 -5.334
H 3.196 -4.981 -4.308
C 3.160 1.252 -3.107
O 3.451 0.279 -3.783
N 2.209 2.146 -3.447
C 1.998 3.267 -2.615
C 1.482 2.064 -4.724
H 3.567 1.414 -2.069
H 2.485 4.163 -3.025
H 2.379 3.102 -1.583
H 0.941 3.454 -2.527
H 1.903 1.177 -5.221
H 0.428 1.842 -4.605
H 1.657 2.931 -5.343
C 2.644 3.320 1.482
O 2.797 2.632 0.505
N 1.712 3.238 2.423
C 1.817 4.093 3.583
C 0.706 2.200 2.264
H 3.363 4.145 1.681
H 0.868 4.675 3.683
H 2.673 4.772 3.455
H 1.903 3.524 4.488
H -0.100 2.573 1.653
H 1.031 1.304 1.716
H 0.259 1.829 3.209

(2)
154
Properties=species:S:1:pos:R:3 method="wB97M-V/def2-TZVPD" e_above_lowest_kcal_mol=254.9 gap_ev=5.1 e_lumo_ev=1.6773 total_charge=-1 energy_ev=-100479.55540
C 1.645 0.839 2.911
C 0.514 2.061 3.041
O 0.509 2.978 1.892
P -0.907 3.990 1.849
O -0.365 5.507 1.930
C -1.966 3.844 0.268
C -1.532 2.630 -0.751
C -1.532 1.137 -0.081
C -1.207 -0.090 -1.153
O -1.593 0.129 -2.587
P -0.590 -0.998 -3.507
C -1.948 -2.251 -3.960
C -3.127 -2.472 -2.852
C -2.696 -3.494 -1.601
C -2.397 -5.035 -2.106
O -3.073 -5.621 -3.129
O -1.370 -5.800 -1.347
O 0.114 -1.900 -2.147
C 0.136 -1.002 -0.943
C 1.630 -0.353 -1.050
C 1.694 1.266 -1.271
C 3.251 1.880 -1.257
C 4.263 1.110 -2.292
O 3.861 1.290 -3.725
O -1.807 3.754 3.346
C -2.982 2.872 3.100
C -3.654 2.431 4.547
H 1.780 0.338 3.981
H 1.132 0.013 2.236
H 2.653 1.209 2.446
H 0.735 2.648 4.032
H -0.534 1.495 3.052
H -3.120 3.748 0.446
H -1.805 4.860 -0.336
H -2.348 2.628 -1.623
H -0.528 2.953 -1.261
H -0.817 0.995 0.834
H -2.635 0.954 0.334
H -2.062 -0.863 -0.840
H 0.252 -1.803 -4.357
H -1.130 -0.249 -4.650
H 0.401 0.071 -3.519
H -1.409 -3.304 -4.108
H -2.483 -2.033 -4.995
H -4.004 -3.060 -3.411
H -3.625 -1.495 -2.437
H -1.873 -3.042 -0.903
H -3.683 -3.566 -0.933
H -1.157 -5.314 -0.488
H 0.100 -1.586 0.083
H 2.237 -0.623 -0.082
H 2.196 -0.877 -1.960
H 1.225 1.656 -2.274
H 1.148 1.847 -0.383
H 3.631 1.768 -0.138
H 3.111 3.031 -1.524
H 5.314 1.670 -2.207
H 4.484 -0.012 -2.029
H 4.178 0.455 -4.180
H -3.783 3.571 2.559
H -2.715 1.932 2.426
H -2.836 1.759 5.087
H -4.643 1.851 4.317
H -3.806 3.415 5.176
C 8.194 -0.056 -5.566
C 7.274 0.727 -4.668
O 6.336 0.186 -4.086
C 7.548 2.199 -4.510
H 7.876 -1.104 -5.585
H 8.148 0.342 -6.583
H 9.217 -0.008 -5.184
H 7.474 2.698 -5.479
H 8.542 2.348 -4.080
H 6.805 2.636 -3.833
C -7.773 -3.426 -3.195
C -7.368 -2.063 -3.688
O -6.236 -1.623 -3.492
C -8.401 -1.258 -4.430
H -6.927 -3.892 -2.678
H -8.605 -3.335 -2.492
H -8.056 -4.058 -4.041
H -9.261 -1.070 -3.782
H -8.713 -1.793 -5.330
H -7.969 -0.296 -4.725
C -4.242 3.123 -6.338
C -3.558 2.098 -5.473
O -2.340 1.931 -5.524
C -4.421 1.287 -4.544
H -3.496 3.632 -6.957
H -4.965 2.632 -6.995
H -4.741 3.866 -5.710
H -5.151 0.714 -5.121
H -4.928 1.948 -3.836
H -3.792 0.588 -3.983
C 11.969 1.952 -5.510
C 10.920 2.653 -6.330
O 9.750 2.710 -5.956
C 11.357 3.281 -7.626
H 11.510 1.547 -4.602
H 12.398 1.126 -6.083
H 12.750 2.661 -5.221
H 11.759 2.515 -8.294
H 12.110 4.049 -7.431
H 10.495 3.751 -8.111
C -1.038 -2.975 3.419
C -0.429 -4.005 2.505
O -0.228 -3.765 1.316
C -0.077 -5.341 3.102
H -1.240 -2.061 2.851
H -1.980 -3.350 3.826
H -0.341 -2.738 4.227
H -0.976 -5.822 3.496
H 0.663 -5.209 3.897
H 0.353 -5.984 2.327
C -4.997 6.180 8.319
C -5.077 4.706 8.020
O -4.146 4.114 7.476
C -6.339 3.986 8.411
H -4.030 6.567 7.982
H -5.791 6.710 7.788
H -5.084 6.345 9.396
H -7.193 4.419 7.883
H -6.486 4.053 9.492
H -6.255 2.930 8.134
C 3.653 -3.579 4.691
C 2.712 -3.545 5.865
O 1.519 -3.282 5.719
C 3.286 -3.845 7.224
H 3.100 -3.343 3.775
H 4.441 -2.834 4.825
H 4.086 -4.577 4.590
H 4.058 -3.112 7.471
H 3.702 -4.855 7.236
H 2.491 -3.784 7.975
C -4.488 0.494 8.888
C -5.430 0.528 10.062
O -6.623 0.790 9.917
C -4.856 0.228 11.421
H -5.041 0.730 7.972
H -3.700 1.239 9.022
H -4.055 -0.505 8.788
H -4.084 0.961 11.668
H -4.439 -0.782 11.433
H -5.650 0.289 12.172
C 4.149 -2.515 -4.271
C 4.070 -3.988 -4.571
O 5.000 -4.580 -5.114
C 2.807 -4.708 -4.179
H 5.117 -2.128 -4.608
H 3.355 -1.984 -4.802
H 4.063 -2.350 -3.194
H 1.953 -4.275 -4.707
H 2.661 -4.641 -3.098
H 2.891 -5.765 -4.456